Below is 3 unconnected molecules or ions with the total composition C3H10N3, with properties calculated with ωB97M-V with the def2-TZVPD basis set.

Computed properties:
charge	+1
ΔE to the lowest compared entry with this formula, charge and spin	601.7	kJ/mol
gap between HOMO and LUMO	0.3463	Eh
M	88.13	g/mol
highest occupied orbital energy	-0.49739	hartree

Geometry (Å):
C (1.92017, -0.04469, 0.02792)
C (-0.85428, -1.35529, 0.57113)
C (-1.39926, 1.22260, 0.30739)
N (0.80003, 0.25959, 0.30916)
N (3.16692, -0.13003, -0.09544)
N (-0.47648, 0.05688, 0.30069)
H (-1.59324, 0.48771, -2.37486)
H (0.06126, -1.95185, 0.06166)
H (-1.03821, -1.47562, 1.55216)
H (-1.84796, -1.46219, 0.12884)
H (-1.74943, 1.25754, 1.37266)
H (-0.71107, 1.98268, 0.15549)
H (-2.27612, 1.02905, -0.33783)
H (3.60348, -0.58994, -0.91010)
H (3.69876, 0.45890, 0.52412)
H (-1.30457, 0.25466, -1.59298)

Below is a single C9H11N3 molecule, with properties calculated with ωB97M-V with the def2-TZVPD basis set.

Computed properties:
charge	0
ΔE to the lowest compared entry with this formula, charge and spin	388.9	kJ/mol
gap between HOMO and LUMO	0.3207	Eh
M	161.21	g/mol
highest occupied orbital energy	-0.29551	hartree
SMILES	C=C(C)[C@@]12N=CC=C1NCC=N2

Geometry (Å):
C (-0.59925, 1.95707, -0.50525)
C (0.46009, 1.15390, -0.36400)
C (1.85518, 1.74575, -0.11164)
C (0.30236, -0.32239, -0.70482)
N (1.63556, -0.82396, -1.08761)
C (2.10922, -1.35761, 0.00449)
C (1.20509, -1.40963, 1.12542)
C (0.06623, -0.87327, 0.64793)
N (-1.11556, -0.86757, 1.28360)
C (-2.25309, -0.65632, 0.40366)
C (-1.87018, -0.75744, -1.07350)
N (-0.72847, -0.65410, -1.59898)
H (-1.60671, 1.70394, -0.92275)
H (-0.67650, 3.04541, -0.35712)
H (2.29331, 1.64771, -1.00754)
H (2.32050, 1.09108, 0.66768)
H (1.59299, 2.79487, 0.31065)
H (3.14850, -1.76414, -0.15581)
H (1.52900, -1.85230, 2.01521)
H (-1.32150, -1.58725, 1.92666)
H (-3.10398, -1.44052, 0.70002)
H (-2.62238, 0.30742, 0.47977)
H (-2.62039, -1.08064, -1.67606)

Below is 10 unconnected molecules or ions with the total composition C38H104N8O10, with properties calculated with ωB97M-V with the def2-TZVPD basis set.

Computed properties:
charge	0
ΔE to the lowest compared entry with this formula, charge and spin	165.8	kJ/mol
gap between HOMO and LUMO	0.3468	Eh
M	833.30	g/mol
highest occupied orbital energy	-0.32252	hartree
SMILES	COC[C@H](C)N.COC[C@H](C)N.COC[C@H](C)N.COC[C@H](C)N.COC[C@H](C)N.COC[C@H](C)N.COC[C@H](C)N.COC[C@H](C)N.CC(C)O.CC(C)O

Geometry (Å):
C (-2.73446, -1.88606, -3.67015)
O (-2.71759, -1.39074, -4.96391)
C (-4.11657, -1.38406, -5.60571)
C (-4.81328, -0.06019, -5.40470)
C (-6.28512, -0.22584, -5.65823)
N (-4.10626, 0.89016, -6.22093)
H (-2.75685, -3.00207, -3.64541)
H (-3.51713, -1.55292, -3.07002)
H (-1.81509, -1.62623, -3.16944)
H (-3.99259, -1.65037, -6.67997)
H (-4.63194, -2.17323, -5.07484)
H (-4.68621, 0.19003, -4.36846)
H (-6.79817, -0.87317, -4.89297)
H (-6.52727, -0.78554, -6.57089)
H (-6.78217, 0.73279, -5.74550)
H (-3.09179, 0.76124, -6.11457)
H (-4.28440, 1.83374, -5.90755)
C (-7.33734, 1.70507, 2.33995)
O (-6.43348, 1.14552, 1.39670)
C (-5.41891, 2.17821, 1.21029)
C (-4.37155, 1.62300, 0.23118)
C (-5.02048, 1.14241, -1.08055)
N (-3.58161, 0.47858, 0.80414)
H (-7.58954, 2.69427, 1.96712)
H (-6.85433, 1.90160, 3.26452)
H (-8.19916, 1.02266, 2.31380)
H (-5.93778, 2.99248, 0.64051)
H (-5.01071, 2.44159, 2.18923)
H (-3.66543, 2.46427, 0.05554)
H (-4.35798, 0.80990, -1.86543)
H (-5.60676, 1.94777, -1.57667)
H (-5.78273, 0.39879, -0.80091)
H (-4.24914, -0.21283, 1.09844)
H (-2.88685, 0.16114, 0.14488)
C (0.01986, -4.26183, -1.47825)
O (-0.12781, -3.34098, -0.39409)
C (-0.23673, -4.04473, 0.82133)
C (-1.14189, -3.24104, 1.75680)
C (-2.59116, -3.54374, 1.42792)
N (-0.83875, -1.77933, 1.67423)
H (-0.86377, -4.93313, -1.49961)
H (0.90710, -4.91386, -1.33709)
H (0.13371, -3.60512, -2.34508)
H (-0.61512, -5.11679, 0.66298)
H (0.76999, -4.18127, 1.20423)
H (-0.83491, -3.56634, 2.75561)
H (-3.23269, -2.69783, 1.71233)
H (-3.05684, -4.49045, 1.92250)
H (-2.64137, -3.79515, 0.36478)
H (-0.78224, -1.35054, 0.75174)
H (-1.43802, -1.18815, 2.19027)
C (-2.62197, -1.72368, 5.15634)
O (-3.84175, -1.30830, 4.64170)
C (-3.99723, 0.04497, 4.38734)
C (-4.35645, 0.84533, 5.64443)
C (-5.76160, 0.53662, 6.10734)
N (-4.23094, 2.32569, 5.22914)
H (-2.30982, -2.60828, 4.56555)
H (-2.54680, -1.93253, 6.17936)
H (-1.89769, -0.94478, 4.89931)
H (-3.09338, 0.46958, 3.97613)
H (-4.67803, 0.12387, 3.52428)
H (-3.72185, 0.49203, 6.49281)
H (-5.95963, -0.56315, 6.27267)
H (-6.52736, 0.92391, 5.40642)
H (-5.98486, 0.98821, 7.06086)
H (-4.47749, 3.01764, 5.84732)
H (-3.30500, 2.52658, 5.00418)
C (3.38194, -2.69690, -1.24111)
O (3.57331, -1.85748, -2.34561)
C (4.18632, -0.67491, -1.80593)
C (4.07144, 0.42421, -2.88378)
C (4.97000, 0.19930, -4.06047)
N (4.33514, 1.70829, -2.20568)
H (4.26019, -2.92881, -0.55506)
H (3.10017, -3.66425, -1.69523)
H (2.61859, -2.24854, -0.60053)
H (3.52317, -0.29384, -0.89998)
H (5.20443, -0.80146, -1.50937)
H (2.97857, 0.28872, -3.13287)
H (5.99601, 0.15534, -3.78947)
H (4.88749, 0.95890, -4.77938)
H (4.62177, -0.72300, -4.53131)
H (5.30606, 1.98259, -2.30194)
H (4.16882, 1.60073, -1.20774)
C (2.27402, -1.34983, 2.23723)
O (3.59474, -1.14606, 2.64609)
C (3.87783, 0.27683, 2.74074)
C (5.40523, 0.55531, 2.78101)
C (6.11116, 0.18706, 1.51677)
N (6.00887, 0.04340, 3.99405)
H (1.59134, -1.01973, 3.07285)
H (2.04354, -2.38977, 1.93320)
H (1.96679, -0.70885, 1.35367)
H (3.48643, 0.69941, 1.83649)
H (3.23385, 0.75238, 3.52216)
H (5.47993, 1.63791, 2.87816)
H (5.44552, 0.45862, 0.66926)
H (6.37305, -0.87171, 1.53789)
H (7.00268, 0.77141, 1.49350)
H (6.95547, 0.36983, 4.11441)
H (6.03407, -0.95222, 3.98667)
C (3.59238, 3.21669, 4.91543)
O (2.52698, 3.18069, 4.05860)
C (1.27311, 2.90336, 4.58535)
C (0.42337, 2.66573, 3.33306)
C (0.04734, 4.00268, 2.58062)
N (-0.88498, 2.10512, 3.81719)
H (3.81644, 2.28132, 5.42769)
H (3.48677, 3.97409, 5.70122)
H (4.52704, 3.51225, 4.41283)
H (1.27419, 1.93333, 5.07918)
H (0.98619, 3.64894, 5.31686)
H (0.96462, 1.93298, 2.69948)
H (-0.51495, 3.81027, 1.66534)
H (1.01020, 4.51638, 2.29094)
H (-0.45765, 4.55908, 3.41776)
H (-0.69201, 1.41070, 4.54637)
H (-1.26819, 1.59718, 3.00038)
C (4.61823, -4.55413, -4.91320)
O (3.56209, -4.03125, -5.63191)
C (2.34431, -4.02825, -4.92923)
C (1.31152, -3.11602, -5.57256)
C (1.65872, -1.69791, -5.36534)
N (0.04688, -3.34595, -4.85015)
H (4.54314, -5.63254, -4.77187)
H (4.67901, -4.12985, -3.95722)
H (5.45719, -4.29757, -5.45516)
H (1.96356, -5.10465, -4.88368)
H (2.55281, -3.72297, -3.86364)
H (1.31351, -3.49816, -6.65551)
H (0.89235, -1.12352, -5.92632)
H (2.69197, -1.52069, -5.67212)
H (1.79440, -1.47688, -4.33024)
H (-0.69031, -2.67253, -5.13966)
H (-0.23386, -4.29644, -4.75148)
C (-0.31345, 0.81533, -2.82059)
C (0.15542, 0.09291, -1.58017)
C (0.71144, 1.14015, -0.59710)
O (-0.91091, -0.61519, -1.03179)
H (0.49525, 1.41479, -3.20050)
H (-1.26296, 1.44203, -2.69611)
H (-0.60408, 0.11689, -3.56878)
H (0.98144, -0.54106, -1.96414)
H (-0.05829, 1.89469, -0.49059)
H (1.45389, 1.61961, -1.23793)
H (1.04741, 0.76338, 0.41161)
H (-0.64548, -1.52617, -1.04890)
C (2.94087, 5.15053, -0.13644)
C (3.96691, 4.33128, 0.64312)
C (4.35744, 4.98983, 1.93641)
O (3.48319, 2.90728, 0.80709)
H (2.13126, 5.43946, 0.52834)
H (2.54062, 4.43814, -0.83439)
H (3.41458, 5.96208, -0.71783)
H (4.83153, 4.24599, 0.02353)
H (5.23337, 4.63951, 2.42683)
H (3.51081, 4.94156, 2.64230)
H (4.47226, 6.05582, 1.70224)
H (3.22632, 2.68141, 1.70082)

Below is a single C3H6I2 molecule, with properties calculated with ωB97M-V with the def2-TZVPD basis set.

Computed properties:
charge	0
ΔE to the lowest compared entry with this formula, charge and spin	118.0	kJ/mol
gap between HOMO and LUMO	0.3523	Eh
M	295.89	g/mol
highest occupied orbital energy	-0.33773	hartree
SMILES	C[C@@H](I)CI

Geometry (Å):
C (0.36663, 0.39247, 0.45408)
C (-1.05760, 0.49008, 0.38985)
I (-1.84431, 2.50105, -0.12588)
C (-1.84086, -0.65872, -0.83816)
I (-3.45288, -1.53079, 0.11208)
H (0.75485, 1.23480, 1.13749)
H (0.71136, -0.49241, 0.74820)
H (0.94555, 0.42866, -0.56798)
H (-1.58333, 0.11325, 1.24276)
H (-2.08668, 0.01931, -1.64516)
H (-0.90932, -1.20921, -1.02747)